1.
{
  "formula": "C3H8OS",
  "method": "ωB97M-V/def2-TZVPD",
  "gap_ev": [4.627, 4.255],
  "multiplicity": 2,
  "e_lumo_ev": [2.9, 2.5],
  "homo_energy_ev": [-1.774, -1.758],
  "total_charge": -1,
  "species": ["C", "O", "C", "C", "S", "H", "H", "H", "H", "H", "H", "H", "H"],
  "positions_angstrom": [[-0.195597, -0.042247, -1.109796], [-0.764159, 1.547132, -2.016973], [-0.168491, -0.917782, -2.205884], [0.742734, 0.577213, 2.491072], [-0.285920, -0.775632, 2.759957], [-1.013124, 0.057842, -0.399007], [0.636213, 0.606575, -0.772807], [-0.800276, 0.958109, -2.782631], [0.739879, -0.998952, -2.822909], [-0.472978, -1.953458, -2.077812], [1.486852, 0.256176, 1.786264], [1.220589, 0.924835, 3.390402], [-1.125723, -0.239812, 3.760123]],
  "forces_ev_per_a": [[-0.1, 2.5, -1.1], [0.0, -0.1, 0.3], [1.2, -1.7, 0.6], [0.5, -1.1, 0.6], [-1.4, 0.6, 0.9], [0.1, -1.0, 0.1], [0.0, -0.7, -0.2], [-0.2, 0.4, 0.0], [0.1, 0.6, 0.4], [-1.0, 0.1, 0.1], [0.1, 0.3, -0.8], [-0.2, 0.8, 0.3], [1.0, -0.5, -1.0]]
}



2.
{
  "formula": "C3H8OS",
  "method": "ωB97M-V/def2-TZVPD",
  "gap_ev": [7.279, 8.237],
  "multiplicity": 1,
  "e_lumo_ev": [-0.8, -0.1],
  "homo_energy_ev": [-8.072, -8.288],
  "total_charge": 0,
  "species": ["C", "C", "C", "O", "S", "H", "H", "H", "H", "H", "H", "H", "H"],
  "positions_angstrom": [[1.388602, -0.920317, -1.308720], [0.870039, -0.330533, 1.250766], [-1.974090, 0.243975, 0.502303], [0.684478, 1.552832, -1.263689], [0.567567, 0.111159, -0.347831], [1.227055, -1.011081, -2.490895], [1.371084, -1.951765, -0.779897], [1.930083, -0.557902, 1.676168], [0.214829, 0.323172, 1.833992], [-1.972056, 0.513238, 1.431007], [-2.731875, 0.693665, -0.194342], [-1.764686, -0.862166, 0.446415], [0.188964, 2.195728, -0.755283]],
  "forces_ev_per_a": [[-0.5, -3.2, -2.3], [1.8, 0.8, -0.1], [-0.3, -3.2, -6.0], [1.0, -0.6, 0.1], [-1.4, 0.0, 1.4], [0.5, 0.8, 2.9], [0.3, 1.9, -1.1], [-1.9, 0.7, -1.1], [0.3, -0.6, 0.3], [0.1, 2.2, 5.3], [1.1, -0.5, 0.7], [-0.6, 1.3, -0.4], [-0.3, 0.3, 0.2]]
}



3.
{
  "formula": "C3H8OS",
  "method": "ωB97M-V/def2-TZVPD",
  "gap_ev": 9.123,
  "multiplicity": 1,
  "e_lumo_ev": 0.8,
  "homo_energy_ev": -8.318,
  "total_charge": 0,
  "species": ["C", "C", "C", "H", "H", "H", "H", "H", "H", "H", "H", "O", "S"],
  "positions_angstrom": [[-0.363712, -0.720104, -2.243619], [-0.898487, 0.307883, 0.386002], [1.135235, 0.393091, 1.854885], [-1.272803, -1.117050, -3.306670], [0.700547, -0.319258, -2.681004], [-0.559653, -1.754609, -1.500515], [-1.128640, -0.668174, 0.871394], [-1.308500, 1.242654, 0.963710], [2.268202, 0.881345, 1.672056], [1.136407, -0.628482, 2.376764], [0.659191, 1.242690, 2.542861], [0.590341, 0.571765, 0.498011], [-0.958128, 0.568249, -1.433876]],
  "forces_ev_per_a": [[0.1, -6.0, -3.2], [3.0, 2.1, 0.3], [1.8, 3.6, -0.3], [3.0, 1.4, 3.0], [-2.4, -2.4, 0.8], [1.6, 2.8, -2.4], [-0.2, 0.6, -0.7], [-0.1, -2.0, -1.4], [-2.8, -1.9, 0.8], [-0.1, 1.4, -1.2], [0.6, -2.1, -1.1], [-0.7, -1.9, 2.4], [-3.8, 4.3, 2.8]]
}



4.
{
  "formula": "C3H8OS",
  "method": "ωB97M-V/def2-TZVPD",
  "gap_ev": 9.130,
  "multiplicity": 1,
  "e_lumo_ev": -0.1,
  "homo_energy_ev": -9.272,
  "total_charge": 0,
  "species": ["C", "C", "C", "H", "H", "H", "H", "H", "H", "H", "H", "O", "S"],
  "positions_angstrom": [[0.575307, -0.118608, -1.476172], [-0.437035, -0.526940, -0.200858], [0.026228, -0.306160, 1.275656], [1.232825, -0.961489, -1.936167], [1.067774, 0.693110, -1.103173], [-0.047858, 0.092929, -2.448586], [-0.895163, -1.453658, -0.242916], [-1.104980, 1.021790, -0.625713], [-0.899492, -0.687254, 1.866784], [0.771926, -1.062484, 1.330925], [0.292853, 1.841043, 2.795524], [-1.602080, 0.326133, -0.584449], [1.019695, 1.141589, 1.349145]],
  "forces_ev_per_a": [[-2.4, -4.7, -1.5], [-0.5, 2.4, -2.6], [-1.6, -2.2, -2.1], [-0.6, 1.4, 1.6], [1.8, 2.2, 0.2], [0.7, 0.1, 2.3], [-0.1, -2.3, -0.3], [3.3, 7.7, -0.8], [1.8, 1.7, -0.3], [0.4, -1.2, 0.7], [1.8, -1.5, -3.5], [-2.7, -6.8, 1.9], [-2.0, 3.2, 4.5]]
}



5.
{
  "formula": "C3H8OS",
  "method": "ωB97M-V/def2-TZVPD",
  "gap_ev": 9.749,
  "multiplicity": 1,
  "e_lumo_ev": 0.8,
  "homo_energy_ev": -8.916,
  "total_charge": 0,
  "smiles": "CC=O.CS",
  "species": ["C", "C", "O", "H", "H", "H", "H", "C", "S", "H", "H", "H", "H"],
  "positions_angstrom": [[-0.846033, 3.476435, 0.041710], [-0.484124, 2.034938, -0.045159], [-1.268822, 1.174047, 0.164781], [0.048660, 4.123447, 0.338428], [-1.177911, 3.880755, -0.935937], [-1.631043, 3.585636, 0.758593], [0.503516, 1.817983, -0.599440], [-0.366662, -2.267422, -0.181594], [1.453894, -2.153186, 0.025508], [-0.821152, -1.265638, -0.474286], [-0.937236, -2.698050, 0.631564], [-0.541338, -2.858831, -1.123991], [1.625701, -0.990423, 0.788935]],
  "forces_ev_per_a": [[1.6, 1.6, 0.3], [1.4, 1.0, -2.5], [-0.7, -1.5, 0.8], [-1.1, -0.9, -0.3], [0.2, -0.5, 0.4], [-0.6, 0.2, 0.4], [-0.7, 0.0, 1.0], [-0.6, 1.3, -1.9], [-0.2, 0.8, 0.6], [0.7, -1.1, 0.7], [0.3, -0.1, 0.2], [0.4, 0.2, 1.1], [-0.6, -1.1, -0.7]]
}



6.
{
  "formula": "C3H8OS",
  "method": "ωB97M-V/def2-TZVPD",
  "gap_ev": 9.847,
  "multiplicity": 1,
  "e_lumo_ev": 0.9,
  "homo_energy_ev": -8.918,
  "total_charge": 0,
  "smiles": "CC=O.CS",
  "species": ["C", "C", "O", "H", "H", "H", "H", "C", "S", "H", "H", "H", "H"],
  "positions_angstrom": [[-2.958800, -2.741621, 0.354061], [-3.516329, -1.338490, 0.217976], [-2.804782, -0.396945, 0.000137], [-2.311440, -2.774475, 1.233199], [-3.706680, -3.520586, 0.314316], [-2.241148, -2.840059, -0.468542], [-4.562143, -1.186262, 0.549500], [4.049959, 2.125790, -0.257479], [3.383891, 3.387699, -1.381208], [3.748876, 2.397639, 0.756756], [5.116330, 1.967135, -0.304306], [3.465974, 1.217115, -0.399994], [2.336289, 3.703060, -0.614411]],
  "forces_ev_per_a": [[0.6, 0.7, -1.0], [0.3, -0.4, 1.5], [-0.1, 0.2, -0.5], [-0.4, -0.1, 0.3], [-0.1, -0.2, 0.2], [-0.2, -0.3, 0.0], [-0.2, 0.0, -0.4], [-1.6, -0.2, 0.8], [0.4, 0.1, -0.2], [0.5, 0.3, 0.0], [0.1, 0.1, -0.3], [0.5, -0.3, -0.4], [0.0, 0.0, 0.0]]
}



7.
{
  "formula": "C3H8OS2",
  "method": "ωB97M-V/def2-TZVPD",
  "gap_ev": [2.578, 6.465],
  "multiplicity": 2,
  "e_lumo_ev": [3.0, 3.0],
  "homo_energy_ev": [0.466, -3.427],
  "total_charge": -1,
  "species": ["C", "S", "S", "H", "H", "H", "H", "C", "C", "O", "H", "H", "H", "H"],
  "positions_angstrom": [[0.797402, -1.338756, 3.131639], [0.374259, -2.725342, 1.750673], [1.753090, -1.984145, 0.381877], [-0.010762, -0.539149, 2.994135], [1.779023, -1.006350, 3.096724], [0.734621, -1.796276, 4.132162], [0.906587, -2.293398, -0.624941], [-0.220384, 2.153138, -1.814257], [-0.933273, 1.092291, -2.132606], [-1.966252, 1.132387, -3.045721], [0.319474, 2.177276, -0.900026], [-0.347550, 2.979369, -2.438582], [-0.892107, 0.133441, -1.664568], [-2.294127, 2.015514, -2.866510]],
  "forces_ev_per_a": [[-3.6, -1.4, -0.7], [-1.6, 0.2, 4.3], [2.0, 1.1, -2.7], [1.5, -1.0, 0.3], [1.9, 0.9, -0.9], [-0.5, 0.0, -0.5], [0.3, 0.3, 0.2], [-0.5, -1.1, 0.4], [-0.5, -0.5, 0.2], [0.3, 0.2, 0.1], [0.8, 0.0, 0.2], [0.0, 1.6, -0.6], [0.4, -0.5, 0.4], [-0.5, 0.2, -0.7]]
}



8.
{
  "formula": "C3H8OS2",
  "method": "ωB97M-V/def2-TZVPD",
  "gap_ev": 9.440,
  "multiplicity": 1,
  "e_lumo_ev": 0.5,
  "homo_energy_ev": -8.984,
  "total_charge": 0,
  "smiles": "OC[C@@H](S)CS",
  "species": ["O", "C", "C", "S", "C", "S", "H", "H", "H", "H", "H", "H", "H", "H"],
  "positions_angstrom": [[0.571466, -1.631051, -0.638005], [1.049077, -0.316087, -0.494545], [-0.067330, 0.785741, -0.574470], [-1.230805, 0.153613, -1.865336], [-0.533461, 0.939336, 0.767731], [-1.345878, -0.540122, 1.420624], [0.153475, -1.847522, 0.228301], [1.804029, -0.173611, -1.341795], [1.716685, -0.026155, 0.348873], [0.399184, 1.642142, -0.986556], [-1.016002, -1.166845, -1.616076], [0.427362, 1.144171, 1.339871], [-1.216830, 1.781754, 0.725169], [-0.710972, -0.745364, 2.686215]],
  "forces_ev_per_a": [[0.7, -0.3, 1.8], [2.1, 1.3, -2.5], [1.5, -4.0, -2.8], [-0.4, 0.5, 0.2], [0.1, 1.6, 2.4], [0.2, -0.6, 1.8], [0.2, 0.0, -0.8], [-1.3, -0.2, 0.6], [-0.7, -1.1, 0.3], [0.2, 1.1, -0.2], [-0.1, 0.7, -0.1], [-1.6, 0.2, -0.1], [-0.2, 0.2, 1.0], [-0.6, 0.7, -1.7]]
}



The records above yield energy relative to the best compared isomer or geometry (same formula, charge and spin) values of 72.1; 172.7; 108.2; 82.7; 18.9; 17.4; 44.7; 28.4 kcal per mole, respectively.